DFT (ωB97M-V with the def2-TZVPD basis set) results for C17H30NO7Ti as an isolated structure in a non-equilibrium geometry.

Summary:
Multiplicity: 4
Total charge: 0
Total energy (eV): -57048.341
Gap between HOMO and LUMO (alpha / beta) (eV): 4.89 / 6.04
HOMO (alpha / beta) (eV): -4.7 / -5.9
<S²>: 3.7525
Energy above the lowest of the compared OMol25 structures with the same formula, charge and spin (kcal per mole): 0.0

The geometry in XYZ format:
```
56
C17H30NO7Ti | the Open Molecules 2025 dataset | ωB97M-V with the def2-TZVPD basis set
Ti 0.78 0.53 -2.51
C 0.63 0.31 1.37
C 2.12 0.43 1.35
C 2.60 -0.27 2.68
C 2.59 -1.81 2.49
C 3.45 -2.09 1.27
C 2.92 -1.47 -0.07
N 2.82 -0.03 0.15
O 2.45 0.74 -0.99
C 1.61 -2.21 -0.46
C 3.97 -1.89 -1.11
C 2.66 1.89 1.56
H 0.16 0.27 0.39
H 0.16 1.18 1.84
H 0.29 -0.53 1.99
H 1.92 0.08 3.45
H 3.61 -0.12 3.08
H 1.60 -2.21 2.24
H 2.77 -2.47 3.34
H 3.57 -3.17 1.15
H 4.49 -1.87 1.55
H 1.32 -1.72 -1.38
H 0.89 -2.17 0.36
H 1.76 -3.26 -0.69
H 4.89 -1.40 -0.78
H 3.78 -1.50 -2.11
H 4.22 -2.95 -1.14
H 2.44 2.58 0.75
H 3.73 1.76 1.70
H 2.23 2.31 2.47
C -4.58 -1.13 -0.98
C -3.30 -1.73 -0.60
C -3.06 -3.21 -0.97
O -2.08 -3.10 -2.00
C -1.56 -1.86 -2.04
O -0.61 -1.54 -2.68
O -2.20 -1.01 -1.21
H -4.74 -0.22 -0.40
H -5.43 -1.68 -0.57
H -4.81 -1.00 -2.03
H -3.16 -1.66 0.48
H -4.01 -3.65 -1.26
H -2.63 -3.69 -0.09
C -3.72 2.86 -0.73
C -2.69 3.94 -1.13
C -1.87 4.38 0.13
O -0.56 4.05 -0.25
C -0.50 3.42 -1.43
O 0.40 2.72 -1.81
O -1.72 3.41 -1.99
H -3.24 1.90 -0.53
H -4.34 2.67 -1.60
H -4.34 3.23 0.09
H -3.32 4.71 -1.57
H -2.25 3.83 0.99
H -2.13 5.43 0.23
```

***

DFT (ωB97M-V with the def2-TZVPD basis set) results for C27H30Cl3N2PtS2SbSi2 as an isolated structure in a non-equilibrium geometry.

Summary:
Total charge: 0
Total energy (eV): -116248.878
Gap between HOMO and LUMO (eV): 6.29
HOMO (eV): -7.4
Energy above the lowest of the compared OMol25 structures with the same formula, charge and spin (kcal per mole): 38.9

The geometry in XYZ format:
```
68
C27H30Cl3N2PtS2SbSi2 | the Open Molecules 2025 dataset | ωB97M-V with the def2-TZVPD basis set
Pt 0.00 -0.56 -0.26
S -0.32 1.90 -0.84
Sb -0.30 0.80 -2.88
C 1.76 0.54 -3.39
C 2.19 0.70 -4.70
C 3.54 0.55 -4.98
C 4.44 0.25 -3.97
C 4.00 0.10 -2.66
C 2.65 0.26 -2.37
C -2.07 -0.42 -3.06
C -3.20 0.24 -2.61
C -4.42 -0.42 -2.55
C -4.50 -1.75 -2.94
C -3.37 -2.40 -3.43
C -2.15 -1.74 -3.50
C -0.87 2.33 -4.27
C -0.07 3.46 -4.35
C -0.45 4.53 -5.14
C -1.64 4.47 -5.86
C -2.43 3.33 -5.79
C -2.05 2.26 -5.00
H 1.48 0.93 -5.49
H 3.89 0.66 -6.00
H 5.49 0.13 -4.20
H 4.69 -0.14 -1.87
H 2.30 0.15 -1.34
H -3.13 1.28 -2.30
H -5.29 0.09 -2.18
H -5.44 -2.27 -2.88
H -3.43 -3.43 -3.75
H -1.28 -2.25 -3.88
H 0.85 3.51 -3.77
H 0.17 5.41 -5.19
H -1.94 5.31 -6.47
H -3.36 3.28 -6.36
H -2.67 1.37 -4.96
C -2.83 -2.40 0.77
Si -1.90 -0.80 1.16
C -1.41 -0.75 2.99
C -3.09 0.65 0.92
H -3.87 -2.28 1.10
H -2.39 -3.25 1.30
H -2.83 -2.63 -0.30
H -2.32 -0.90 3.58
H -0.99 0.21 3.26
H -0.70 -1.53 3.27
H -4.07 0.36 1.33
H -3.22 0.92 -0.12
H -2.74 1.54 1.45
N 4.32 1.39 5.42
C 3.94 0.15 5.06
S 4.44 -1.15 5.98
C 3.08 0.01 3.88
C 2.60 -1.24 3.48
C 1.83 -1.35 2.34
N 1.51 -0.31 1.57
C 1.93 0.89 1.96
C 2.70 1.09 3.09
H 4.99 1.46 6.17
H 4.19 2.18 4.82
H 2.84 -2.12 4.06
H 1.45 -2.32 2.03
H 1.63 1.72 1.33
H 2.99 2.11 3.33
Cl -0.69 -4.33 -0.87
Si 0.58 -2.70 -1.00
Cl 2.40 -3.46 -0.30
Cl 1.04 -2.74 -3.09
```

***

DFT (ωB97M-V with the def2-TZVPD basis set) results for C6H7LiO6Sn as an isolated structure in a non-equilibrium geometry.

Summary:
Total charge: +2
Total energy (eV): -24636.472
Gap between HOMO and LUMO (eV): 6.37
HOMO (eV): -15.9
Energy above the lowest of the compared OMol25 structures with the same formula, charge and spin (kcal per mole): 49.9

The geometry in XYZ format:
```
21
C6H7LiO6Sn | the Open Molecules 2025 dataset | ωB97M-V with the def2-TZVPD basis set
O 4.62 -0.20 -0.26
C 3.48 0.18 0.04
O 3.31 1.27 0.67
O 2.43 -0.59 -0.32
C 1.27 -0.38 0.32
C 0.72 -1.47 1.03
Sn 5.19 1.35 0.75
H 0.14 -1.28 1.94
H 1.41 -2.31 1.12
Li 1.53 1.76 1.26
C -0.48 -1.13 -0.28
C -1.40 0.03 0.01
O -2.57 -0.12 -0.79
C -3.41 0.90 -0.84
O -3.38 1.88 -0.13
O -4.19 0.75 -1.90
H -1.04 -2.07 -0.20
H -0.20 -1.16 -1.34
H -0.94 1.01 -0.20
H -1.68 0.07 1.08
H -4.80 1.50 -1.96
```

***

DFT (ωB97M-V with the def2-TZVPD basis set) results for C8H11AgNOS4 as an isolated structure.

Summary:
Total charge: -1
Total energy (eV): -59355.626
Gap between HOMO and LUMO (eV): 6.19
HOMO (eV): -3.4
Energy above the lowest of the compared OMol25 structures with the same formula, charge and spin (kcal per mole): 0.0

The geometry in XYZ format:
```
26
C8H11AgNOS4 | the Open Molecules 2025 dataset | ωB97M-V with the def2-TZVPD basis set
Ag 0.62 0.19 2.11
S 0.21 -2.01 1.08
S 2.17 -1.91 0.35
S 3.36 -1.70 2.01
S 3.07 0.22 2.76
O -2.21 -0.50 -0.30
C -1.75 0.55 -1.12
C -2.47 1.83 -0.74
C -2.00 2.39 0.62
C -0.65 3.05 0.51
C -0.52 4.28 -0.13
C 0.74 4.84 -0.28
C 1.84 4.14 0.21
C 1.63 2.93 0.84
N 0.41 2.41 1.00
H -1.42 -0.99 0.02
H -1.95 0.32 -2.17
H -0.67 0.67 -1.01
H -3.54 1.61 -0.68
H -2.34 2.59 -1.51
H -1.95 1.58 1.34
H -2.73 3.13 0.98
H -1.40 4.79 -0.50
H 0.86 5.79 -0.78
H 2.85 4.53 0.10
H 2.44 2.33 1.23
```